The following is a DFT calculation (the ωB97M-V functional and the def2-TZVPD basis) of 16 unconnected molecules or ions with the total composition C40H92O16.

Computed properties:
LUMO   0.022 Ha
Energy   -75726.2662 eV
Largest force on an atom   3.91 eV/A
Charge   0
E_HOMO   -0.33368 Ha
Kohn-Sham gap   9.69 eV

Positions of all 148 atoms, in Å:
C: -2.04 1.55 -4.89
C: -2.74 2.90 -4.43
C: -3.68 2.42 -3.34
O: -3.10 1.23 -2.85
C: -1.82 1.06 -3.50
H: -1.13 1.73 -5.47
H: -2.83 0.94 -5.40
H: -3.33 3.33 -5.22
H: -2.05 3.59 -4.01
H: -4.68 2.24 -3.68
H: -3.76 3.11 -2.48
H: -1.48 0.02 -3.44
H: -1.04 1.67 -3.07
C: 5.18 1.01 0.53
C: 4.60 -0.10 1.34
C: 4.80 -1.30 0.38
O: 4.68 -0.81 -0.95
C: 4.77 0.64 -0.91
H: 6.31 0.96 0.57
H: 4.83 1.97 0.81
H: 3.59 -0.03 1.75
H: 5.31 -0.25 2.25
H: 4.08 -2.11 0.48
H: 5.79 -1.79 0.46
H: 3.87 1.20 -1.19
H: 5.48 1.04 -1.68
C: 1.66 -5.80 1.19
C: 2.81 -5.84 2.20
C: 2.58 -4.60 2.94
O: 2.23 -3.60 1.94
C: 1.62 -4.27 0.84
H: 0.69 -6.13 1.58
H: 1.96 -6.47 0.34
H: 3.85 -5.90 1.73
H: 2.83 -6.73 2.81
H: 3.45 -4.16 3.39
H: 1.79 -4.67 3.68
H: 2.15 -4.01 -0.10
H: 0.54 -3.93 0.72
C: -6.48 -1.16 -0.21
C: -5.37 -0.36 -0.84
C: -4.05 -1.11 -0.50
O: -4.47 -2.42 -0.16
C: -5.87 -2.55 -0.34
H: -7.47 -1.19 -0.65
H: -6.71 -0.94 0.86
H: -5.37 0.71 -0.54
H: -5.54 -0.38 -1.90
H: -3.46 -0.60 0.35
H: -3.50 -1.14 -1.43
H: -6.27 -3.39 0.26
H: -6.06 -2.95 -1.33
C: -0.56 5.73 0.09
C: -0.95 6.20 -1.29
C: -0.59 5.04 -2.25
O: -0.87 3.82 -1.45
C: -0.51 4.19 -0.09
H: -1.29 6.12 0.81
H: 0.34 6.14 0.46
H: -0.44 7.18 -1.55
H: -2.05 6.39 -1.43
H: 0.45 5.11 -2.59
H: -1.32 5.01 -3.09
H: 0.49 3.80 0.07
H: -1.16 3.60 0.52
C: 3.52 2.86 5.02
C: 2.76 3.16 6.33
C: 1.39 2.77 5.94
O: 1.47 1.63 5.11
C: 2.74 1.67 4.48
H: 4.55 2.49 5.20
H: 3.63 3.68 4.36
H: 2.86 4.16 6.70
H: 3.01 2.52 7.18
H: 1.01 3.65 5.33
H: 0.67 2.49 6.77
H: 2.55 1.67 3.40
H: 3.18 0.74 4.73
C: -1.47 -3.22 3.78
C: -1.79 -3.04 5.26
C: -2.49 -1.62 5.23
O: -3.03 -1.54 3.88
C: -2.71 -2.75 3.20
H: -1.27 -4.32 3.53
H: -0.66 -2.56 3.45
H: -0.87 -3.07 5.95
H: -2.49 -3.82 5.48
H: -1.82 -0.83 5.38
H: -3.24 -1.50 5.96
H: -2.84 -2.51 2.15
H: -3.50 -3.51 3.40
C: -0.23 -4.37 -3.40
C: -1.59 -4.13 -4.09
C: -2.29 -3.08 -3.22
O: -1.27 -2.31 -2.60
C: -0.10 -3.09 -2.46
H: 0.53 -4.49 -4.18
H: -0.27 -5.23 -2.73
H: -2.06 -5.07 -4.32
H: -1.30 -3.64 -4.99
H: -2.95 -3.55 -2.49
H: -2.89 -2.44 -3.79
H: -0.18 -3.33 -1.41
H: 0.86 -2.57 -2.66
C: 0.06 -0.22 -0.47
C: -0.82 -0.57 0.77
C: 0.16 -0.37 1.86
O: 0.98 0.71 1.47
C: 0.88 0.90 -0.01
H: -0.67 0.00 -1.21
H: 0.58 -1.12 -0.86
H: -1.20 -1.55 0.71
H: -1.63 0.10 0.87
H: 0.74 -1.30 2.00
H: -0.26 -0.11 2.81
H: 1.93 0.99 -0.33
H: 0.28 1.79 -0.18
C: 1.49 2.52 -4.26
C: 1.78 1.03 -4.13
C: 3.24 0.89 -4.29
O: 3.73 2.11 -3.68
C: 2.86 3.15 -4.23
H: 0.87 2.94 -3.46
H: 1.04 2.85 -5.17
H: 1.14 0.48 -4.83
H: 1.37 0.67 -3.06
H: 3.58 0.70 -5.26
H: 3.67 0.10 -3.68
H: 3.26 3.45 -5.22
H: 2.98 4.03 -3.56
O: 0.16 2.92 3.08
H: 0.22 2.43 3.87
H: 0.18 2.29 2.32
O: -4.69 1.00 2.21
H: -4.61 0.15 2.69
H: -4.19 1.71 2.76
O: 3.30 -3.02 -2.51
H: 3.79 -2.86 -3.33
H: 3.28 -2.16 -2.11
O: -2.66 2.93 2.80
H: -1.70 2.90 3.10
H: -2.66 2.84 1.87
O: 5.47 -1.31 -3.86
H: 5.34 -1.24 -2.91
H: 6.31 -0.92 -4.16
O: -3.05 2.07 0.05
H: -2.85 1.84 -0.82
H: -3.69 1.44 0.41

Results of the Löwdin charge analysis, in e, for atoms 1 through 6: C -0.122; C -0.133; C -0.206; O -0.153; C -0.221; H 0.101



The following is a DFT calculation (the ωB97M-V functional and the def2-TZVPD basis) of 9 unconnected molecules or ions with the total composition C40H94N4O20.

Computed properties:
SMILES string   C[N+](=O)[O-].COCCOCCOC.COCCOCCOC.COCCOCCOC.COCCOCCOC.COCCOCCOC.CNC(C)=O.CNC(C)=O.CNC(C)=O
LUMO   0.000 Ha
Energy   -89902.2469 eV
Largest force on an atom   3.55 eV/A
Charge   0
E_HOMO   -0.33044 Ha
Kohn-Sham gap   8.99 eV

Positions of all 158 atoms, in Å:
C: 0.65 0.19 -2.24
N: 0.15 0.59 -0.85
O: 0.49 -0.04 0.09
O: -0.49 1.64 -0.82
H: 0.86 -0.88 -2.20
H: 1.47 0.77 -2.64
H: -0.17 0.32 -2.94
C: 3.91 0.29 0.47
O: 4.13 0.38 1.87
C: 3.03 1.04 2.60
C: 2.82 0.56 4.05
O: 3.93 0.77 4.91
C: 3.66 0.67 6.34
C: 4.89 0.27 7.18
O: 5.40 -0.98 6.70
C: 6.84 -1.07 6.85
H: 3.90 1.27 -0.01
H: 2.98 -0.17 0.15
H: 4.73 -0.33 0.10
H: 2.06 1.06 2.10
H: 3.26 2.10 2.63
H: 2.62 -0.51 3.99
H: 1.93 1.04 4.46
H: 3.00 -0.19 6.43
H: 3.21 1.59 6.72
H: 4.69 0.09 8.23
H: 5.61 1.07 6.98
H: 7.01 -0.93 7.92
H: 7.32 -0.19 6.40
H: 7.33 -1.96 6.45
C: 0.49 -6.44 -5.44
O: 0.19 -6.08 -4.13
C: 1.29 -5.67 -3.27
C: 0.86 -4.73 -2.14
O: 1.95 -4.56 -1.25
C: 1.60 -3.88 -0.05
C: 2.88 -3.54 0.77
O: 3.06 -4.72 1.51
C: 4.25 -4.67 2.31
H: 0.78 -5.58 -6.04
H: -0.30 -6.94 -6.01
H: 1.35 -7.10 -5.49
H: 1.96 -5.05 -3.86
H: 1.94 -6.45 -2.86
H: -0.01 -5.15 -1.64
H: 0.60 -3.72 -2.46
H: 0.85 -4.45 0.50
H: 1.12 -2.92 -0.21
H: 2.76 -2.61 1.33
H: 3.64 -3.32 0.02
H: 5.13 -4.64 1.67
H: 4.18 -5.60 2.87
H: 4.26 -3.89 3.06
C: -1.26 2.38 2.66
O: 0.06 2.52 3.21
C: 0.38 3.82 3.69
C: 0.39 4.97 2.68
O: 1.47 5.05 1.81
C: 1.16 4.42 0.59
C: 2.30 4.46 -0.40
O: 2.59 5.73 -0.90
C: 3.30 6.65 -0.10
H: -1.32 2.89 1.69
H: -1.96 2.78 3.38
H: -1.57 1.35 2.49
H: 1.38 3.76 4.13
H: -0.31 4.06 4.50
H: 0.49 5.89 3.25
H: -0.48 5.13 2.05
H: 0.38 5.00 0.09
H: 0.87 3.38 0.67
H: 2.01 3.85 -1.26
H: 3.18 4.07 0.11
H: 4.27 6.22 0.16
H: 2.72 6.93 0.77
H: 3.44 7.56 -0.69
C: -4.45 1.62 5.83
O: -5.32 1.23 4.75
C: -5.83 2.37 4.06
C: -4.93 3.09 3.09
O: -4.58 2.28 1.96
C: -4.37 3.08 0.82
C: -3.89 2.18 -0.34
O: -4.92 1.49 -1.02
C: -4.42 0.78 -2.15
H: -4.89 2.37 6.49
H: -3.60 2.14 5.39
H: -4.16 0.78 6.46
H: -6.18 3.11 4.78
H: -6.70 2.03 3.49
H: -4.06 3.40 3.66
H: -5.47 3.97 2.74
H: -3.69 3.89 1.10
H: -5.29 3.57 0.53
H: -3.20 1.43 0.05
H: -3.46 2.81 -1.11
H: -5.30 0.40 -2.68
H: -3.91 -0.06 -1.69
H: -3.76 1.28 -2.86
C: -1.98 -2.92 -0.34
O: -1.54 -3.56 0.82
C: -0.98 -2.75 1.85
C: -1.96 -1.64 2.40
O: -3.10 -2.33 2.92
C: -4.25 -1.50 3.26
C: -5.08 -1.01 2.04
O: -5.76 -2.07 1.40
C: -6.25 -1.69 0.16
H: -2.44 -3.65 -1.01
H: -1.14 -2.39 -0.78
H: -2.79 -2.19 -0.25
H: -0.08 -2.27 1.47
H: -0.65 -3.38 2.69
H: -2.17 -0.94 1.59
H: -1.55 -1.04 3.20
H: -3.84 -0.59 3.70
H: -4.89 -1.97 4.01
H: -4.43 -0.44 1.37
H: -5.78 -0.24 2.36
H: -6.59 -2.58 -0.36
H: -5.55 -1.18 -0.51
H: -7.14 -1.10 0.34
C: 4.49 0.98 -4.90
N: 3.96 -0.33 -4.63
C: 4.12 -0.88 -3.43
C: 3.42 -2.15 -3.12
O: 4.87 -0.47 -2.57
H: 3.61 1.61 -5.05
H: 5.05 0.99 -5.83
H: 5.04 1.49 -4.10
H: 3.48 -0.78 -5.40
H: 2.38 -2.00 -3.42
H: 3.49 -2.30 -2.05
H: 3.87 -3.04 -3.56
C: -0.94 1.37 -6.81
N: -0.98 2.46 -5.77
C: -0.02 2.84 -4.94
C: -0.32 3.89 -3.91
O: 1.15 2.44 -5.04
H: -1.68 0.61 -6.54
H: 0.06 0.94 -6.93
H: -1.14 1.76 -7.81
H: -1.88 2.91 -5.65
H: -0.25 3.58 -2.86
H: -1.34 4.22 -4.06
H: 0.34 4.74 -4.08
C: -3.76 -3.05 -4.38
N: -2.53 -2.69 -5.09
C: -1.42 -2.29 -4.50
C: -0.24 -2.09 -5.52
O: -1.30 -2.12 -3.27
H: -3.61 -3.13 -3.30
H: -4.14 -4.00 -4.75
H: -4.58 -2.34 -4.53
H: -2.57 -2.64 -6.10
H: 0.39 -2.96 -5.72
H: 0.39 -1.24 -5.27
H: -0.61 -1.80 -6.50

Results of the Löwdin charge analysis, in e, for atoms 1 through 6: C 0.063; N -0.397; O 0.081; O 0.024; H 0.068; H 0.098



The following is a DFT calculation (the ωB97M-V functional and the def2-TZVPD basis) of 12 unconnected molecules or ions with the total composition C40H95Cl2O32P5.

Computed properties:
Relative energy (zero: lowest compared OMol25 entry of this formula, charge and spin)   0.00 kJ/mol
SMILES string   COP(=O)(OC)OC.COP(=O)(OC)OC.COP(=O)(OC)OC.COP(=O)(OC)OC.COP(=O)(OC)OC.CCOC(C)=O.CCOC(C)=O.CCOC(C)=O.CCOC(C)=O.CCOC(C)=O.CCOC(C)=O.ClCCl
LUMO   0.017 Ha
Energy   -180043.5316 eV
Largest force on an atom   2.12 eV/A
Charge   0
E_HOMO   -0.36582 Ha
Kohn-Sham gap   10.42 eV

Positions of all 174 atoms, in Å:
C: 1.82 -0.01 0.93
O: 0.64 -0.78 0.63
P: -0.63 0.08 0.28
O: -0.55 0.86 -0.97
O: -1.78 -1.05 0.28
C: -2.12 -1.68 1.49
O: -0.95 0.93 1.59
C: -1.90 2.01 1.55
H: 1.97 0.23 1.98
H: 1.85 0.96 0.42
H: 2.66 -0.61 0.61
H: -2.05 -2.78 1.47
H: -3.17 -1.47 1.69
H: -1.51 -1.45 2.37
H: -2.73 1.70 2.18
H: -2.36 2.07 0.56
H: -1.37 2.94 1.75
C: -2.52 1.59 -6.10
O: -2.82 0.21 -6.36
P: -3.32 -0.70 -5.13
O: -4.60 -0.39 -4.52
O: -3.24 -2.20 -5.67
C: -2.08 -2.67 -6.38
O: -2.00 -0.59 -4.20
C: -1.65 -1.64 -3.28
H: -1.49 1.73 -6.43
H: -2.54 1.81 -5.03
H: -3.16 2.23 -6.70
H: -1.24 -1.98 -6.31
H: -2.35 -2.84 -7.42
H: -1.86 -3.64 -5.94
H: -2.42 -2.41 -3.25
H: -1.46 -1.26 -2.28
H: -0.70 -1.99 -3.69
C: 3.88 3.67 1.36
O: 4.91 3.31 0.45
P: 4.72 2.00 -0.46
O: 4.70 0.74 0.26
O: 3.40 2.32 -1.29
C: 3.37 3.18 -2.41
O: 5.90 2.20 -1.51
C: 6.95 1.25 -1.59
H: 3.50 4.66 1.13
H: 4.31 3.56 2.36
H: 2.98 3.05 1.41
H: 3.81 2.72 -3.29
H: 3.97 4.08 -2.21
H: 2.37 3.52 -2.64
H: 6.53 0.25 -1.47
H: 7.77 1.34 -0.88
H: 7.42 1.27 -2.58
C: -0.60 -6.31 3.13
O: -0.65 -6.89 1.83
P: -1.06 -6.11 0.53
O: -0.97 -6.93 -0.68
O: -2.52 -5.53 0.85
C: -3.40 -5.09 -0.16
O: -0.13 -4.83 0.52
C: 0.12 -4.09 -0.68
H: -1.25 -6.90 3.77
H: -0.93 -5.27 3.16
H: 0.41 -6.22 3.53
H: -3.54 -4.01 -0.09
H: -4.39 -5.55 -0.05
H: -3.01 -5.30 -1.16
H: -0.36 -4.57 -1.53
H: 1.20 -4.10 -0.87
H: -0.21 -3.07 -0.53
C: -4.53 2.45 -2.54
O: -5.57 1.83 -1.79
P: -5.38 1.46 -0.25
O: -4.94 2.56 0.60
O: -4.34 0.24 -0.24
C: -4.57 -0.83 -1.20
O: -6.75 0.73 0.09
C: -7.97 1.42 -0.13
H: -4.86 3.40 -2.95
H: -4.20 1.79 -3.34
H: -3.65 2.61 -1.91
H: -3.62 -1.00 -1.69
H: -5.33 -0.64 -1.95
H: -4.84 -1.70 -0.61
H: -8.28 1.92 0.79
H: -8.84 0.82 -0.40
H: -7.91 2.16 -0.92
C: 1.53 0.31 5.14
C: 2.37 1.52 4.76
O: 1.56 2.69 4.73
C: 0.98 3.07 3.59
C: 0.29 4.40 3.68
O: 1.03 2.43 2.57
H: 2.16 -0.56 5.31
H: 0.83 0.01 4.34
H: 0.89 0.48 6.00
H: 3.13 1.70 5.52
H: 2.85 1.41 3.78
H: 0.29 4.83 4.68
H: -0.69 4.33 3.22
H: 0.92 5.12 3.15
C: -5.25 -0.68 3.93
C: -6.57 -0.15 3.35
O: -7.59 -0.47 4.30
C: -8.78 0.10 4.14
C: -9.67 -0.02 5.37
O: -9.21 0.57 3.11
H: -5.25 -1.73 4.17
H: -5.04 -0.06 4.81
H: -4.50 -0.42 3.19
H: -6.53 0.94 3.30
H: -6.63 -0.59 2.35
H: -9.32 -0.83 6.02
H: -10.71 -0.16 5.10
H: -9.55 0.90 5.94
C: 4.99 1.27 -5.29
C: 4.83 -0.12 -4.68
O: 3.70 -0.10 -3.83
C: 3.32 -1.25 -3.24
C: 2.05 -1.06 -2.44
O: 3.85 -2.31 -3.40
H: 4.05 1.77 -5.49
H: 5.56 1.30 -6.22
H: 5.59 1.89 -4.61
H: 4.75 -0.87 -5.47
H: 5.76 -0.38 -4.16
H: 1.98 -0.02 -2.11
H: 1.91 -1.76 -1.63
H: 1.24 -1.26 -3.14
C: 2.57 6.71 -3.34
C: 1.94 6.95 -1.97
O: 1.34 5.67 -1.62
C: 1.01 5.50 -0.33
C: 0.35 4.14 -0.14
O: 1.25 6.26 0.56
H: 1.93 6.11 -3.99
H: 3.47 6.10 -3.25
H: 2.88 7.62 -3.83
H: 2.67 7.28 -1.24
H: 1.09 7.62 -2.08
H: 0.39 3.57 -1.06
H: -0.67 4.22 0.21
H: 0.91 3.60 0.62
C: 9.35 -2.18 0.52
C: 8.29 -3.23 0.72
O: 7.19 -2.97 -0.17
C: 5.96 -2.93 0.33
C: 4.92 -2.46 -0.67
O: 5.63 -3.17 1.47
H: 9.51 -2.04 -0.55
H: 10.29 -2.42 1.01
H: 9.04 -1.22 0.95
H: 8.64 -4.22 0.41
H: 7.95 -3.25 1.75
H: 4.47 -3.26 -1.25
H: 5.36 -1.65 -1.25
H: 4.14 -2.00 -0.06
C: 1.73 -2.58 3.54
C: 1.17 -3.31 4.76
O: -0.25 -3.42 4.65
C: -1.05 -2.65 5.37
C: -2.50 -2.94 5.08
O: -0.70 -1.77 6.11
H: 1.47 -3.14 2.64
H: 2.82 -2.53 3.60
H: 1.38 -1.55 3.54
H: 1.52 -4.34 4.76
H: 1.45 -2.85 5.70
H: -2.72 -4.00 5.24
H: -2.79 -2.80 4.04
H: -3.17 -2.39 5.74
Cl: 0.99 1.09 -5.00
C: 0.10 2.14 -3.91
Cl: -0.27 3.72 -4.63
H: -0.83 1.62 -3.69
H: 0.65 2.31 -3.00

Results of the Löwdin charge analysis, in e, for atoms 1 through 6: C -0.092; O -0.201; P 0.405; O -0.215; O -0.227; C -0.106